No. 1
A molecular structure, C25H66F3MnN6O9S, computed with the ωB97M-V functional and the def2-TZVPD basis.

```
111
Properties=species:S:1:pos:R:3:lowdin_charge:R:1
Mn -8.53462 5.65192 -7.53409 1.143
C -6.32179 9.42005 -7.41176 -0.507
F -5.53875 10.43694 -7.78822 0.154
F -5.50572 8.41205 -6.83163 0.050
F -7.24571 9.85266 -6.51211 0.104
S -7.28837 8.61619 -8.86651 0.548
O -6.26512 8.08341 -9.77104 -0.299
O -8.06060 7.57034 -8.24586 -0.395
O -7.96644 9.85213 -9.29451 -0.279
C -11.01158 11.93223 -9.52256 -0.052
C -11.66720 12.83926 -8.44903 -0.450
C -12.13161 12.07587 -7.22352 -0.212
O -13.28987 11.35314 -7.51908 -0.169
C -14.37095 12.21663 -7.67594 -0.115
N -10.76806 13.92088 -8.18358 0.037
H -11.71494 11.15245 -9.81465 0.082
H -10.17686 11.42802 -9.03560 0.055
H -10.50933 12.46104 -10.33262 0.071
H -12.51755 13.25856 -8.98679 0.117
H -12.25496 12.74391 -6.37111 0.127
H -11.29918 11.39746 -7.03662 0.103
H -15.25611 11.58074 -7.69137 0.095
H -14.30152 12.79792 -8.59539 0.083
H -14.48931 12.88863 -6.82594 0.095
H -9.90566 13.59545 -7.77070 0.070
H -10.45565 14.38539 -9.02425 0.074
C -10.20871 8.78091 -6.13957 -0.052
C -9.31760 7.89156 -5.42924 -0.509
C -9.59934 8.03194 -3.95255 -0.199
O -8.68659 7.31802 -3.15890 -0.200
C -9.03431 7.35401 -1.74523 -0.048
N -9.51530 6.59327 -5.91415 0.012
H -10.09950 8.54447 -7.19800 0.092
H -9.94168 9.80059 -5.86199 0.103
H -11.23593 8.61073 -5.81717 0.111
H -8.31008 8.28486 -5.56461 0.127
H -10.53780 7.50334 -3.78527 0.132
H -9.70778 9.06968 -3.63721 0.150
H -10.08301 7.13836 -1.54070 0.092
H -8.65124 8.29224 -1.34388 0.098
H -8.49888 6.48117 -1.37163 0.091
H -9.35372 5.94341 -5.15806 0.109
H -10.52165 6.57109 -5.83125 0.119
C 1.42721 11.37594 -9.60068 -0.080
C 0.24560 12.27826 -9.68462 -0.447
C -0.99176 11.77144 -8.97466 -0.223
O -1.06859 11.70081 -7.53670 -0.175
C -2.41754 11.30432 -7.10672 -0.077
N 0.66428 13.43305 -8.95467 0.019
H 1.53952 10.78620 -8.69091 0.085
H 2.31254 12.00474 -9.69499 0.079
H 1.44795 10.76193 -10.50105 0.073
H 0.06143 12.46454 -10.74268 0.148
H -1.27646 10.88094 -9.53508 0.107
H -1.78226 12.46929 -9.25070 0.114
H -3.23627 11.82493 -7.60347 0.074
H -2.49940 11.54240 -6.04620 0.085
H -2.58043 10.23082 -7.20245 0.065
H 0.17197 14.31006 -9.04735 0.077
H 0.73895 13.28240 -7.95877 0.079
C -3.96434 9.68527 -12.09611 -0.038
C -3.51888 8.22766 -12.31755 -0.443
C -2.59805 7.72929 -11.20909 -0.167
O -3.10822 7.80939 -9.81751 -0.212
C -2.02998 7.54270 -8.86766 -0.102
N -4.60088 7.31815 -12.32578 0.051
H -4.35437 10.25681 -12.93832 0.077
H -3.18430 10.38701 -11.80082 0.071
H -4.66502 9.63195 -11.26286 0.063
H -2.99196 8.15771 -13.26916 0.137
H -1.57430 8.09756 -11.27558 0.120
H -2.47704 6.65641 -11.35872 0.116
H -2.32154 7.62068 -7.82028 0.076
H -1.19301 8.22299 -9.02508 0.074
H -1.47392 6.60723 -8.92920 0.080
H -5.39611 7.93772 -12.26387 0.053
H -4.65873 7.15076 -11.33143 0.020
C -5.05467 4.26389 -9.95064 0.016
C -5.99655 4.49562 -8.71933 -0.365
C -5.43903 5.46439 -7.57550 -0.120
O -6.48657 5.83560 -6.64889 -0.310
C -6.00627 6.08266 -5.27254 -0.016
N -7.24141 5.06029 -9.02278 -0.040
H -4.36757 5.10825 -10.00588 0.068
H -5.66663 4.29177 -10.85221 0.088
H -4.39240 3.40126 -9.87745 0.091
H -6.20795 3.55694 -8.20721 0.139
H -5.07973 6.39877 -8.00670 0.106
H -4.60114 5.04615 -7.01773 0.139
H -6.00190 5.13743 -4.72975 0.100
H -6.84452 6.68160 -4.91660 0.067
H -5.07110 6.59207 -5.04003 0.108
H -7.02694 5.93717 -9.47575 0.074
H -7.56299 4.62383 -9.87495 0.125
C -9.22458 8.91664 -12.55326 -0.060
C -9.49531 10.41532 -12.71717 -0.452
C -8.25186 11.25660 -12.88121 -0.131
O -8.66854 12.70492 -13.06587 -0.201
C -7.61722 13.59209 -12.80959 -0.132
N -10.30445 10.44974 -13.91137 0.033
H -9.01812 8.40396 -13.49274 0.078
H -10.08630 8.40231 -12.12780 0.075
H -8.45870 8.62049 -11.83644 0.043
H -10.12512 10.81053 -11.92015 0.116
H -7.84623 10.82178 -13.79472 0.125
H -7.58421 11.09224 -12.03544 0.112
H -6.80760 13.54526 -13.53788 0.083
H -7.15387 13.28627 -11.87157 0.077
H -8.11618 14.56118 -12.80823 0.094
H -9.86420 10.02909 -14.71718 0.071
H -10.27289 11.44149 -14.09987 0.064
```

Properties
HOMO (alpha / beta) = -10.0 / -10.0 eV
orbital gap (alpha / beta) = 0.221 / 0.192 Eh
2S+1 = 6
total charge = +1
electronic energy = -104659.9041 eV
LUMO (alpha / beta) = -4.0 / -4.8 eV
expectation value of S² = 8.756

---

No. 2
A molecular structure, C25H71B2N6O13P3SSi2, computed with the ωB97M-V functional and the def2-TZVPD basis.

```
123
Properties=species:S:1:pos:R:3:lowdin_charge:R:1
C 6.35436 0.42025 1.31128 -0.060
C 4.94214 0.33792 0.73964 -0.245
O 4.18564 -0.79230 1.22996 -0.220
P 3.58298 -0.68003 2.69536 0.475
O 3.19871 0.68310 3.09758 -0.249
C 2.15696 -1.76378 2.70549 -0.193
C 1.26910 -1.73221 1.43652 -0.247
C 1.25590 -0.43319 0.58490 -0.275
Si -0.34847 -0.29580 -0.37225 0.573
O -1.61048 0.20602 0.60019 -0.340
Si -1.51753 1.54548 1.55426 0.306
N -3.16388 2.13939 1.89026 0.007
C -3.34850 2.58111 2.99976 -0.893
S -3.61972 3.21935 4.39939 0.766
P -0.37816 3.24634 0.59409 0.701
P -1.74572 4.91362 0.57221 0.158
O -2.22363 5.23206 1.91788 -0.324
O -2.92514 4.71522 -0.47806 -0.153
O -0.91408 6.10583 -0.10896 -0.188
B -0.60133 1.10542 3.31526 -0.679
N 0.20892 2.10575 3.99303 0.123
O -0.79189 -0.17780 3.76933 0.101
B -0.88609 -2.05238 -1.24079 -0.482
C -2.30179 -2.24473 -1.89070 -0.049
O 0.02187 -3.10100 -1.26936 0.052
O 4.70751 -1.22784 3.69359 -0.192
C 4.83404 -2.61968 4.01359 -0.271
C 5.39464 -3.45751 2.87432 -0.068
H 7.07174 0.47233 0.49377 0.073
H 6.59704 -0.47811 1.87114 0.068
H 6.50248 1.30655 1.92142 0.080
H 5.01196 0.17335 -0.33249 0.115
H 4.38932 1.26315 0.87952 0.111
H 2.41704 -2.80510 2.89125 0.088
H 1.59010 -1.44082 3.57631 0.078
H 0.25089 -1.93024 1.77369 0.099
H 1.59679 -2.53210 0.78059 0.098
H 1.51044 0.46576 1.15311 0.064
H 2.03284 -0.53117 -0.17583 0.079
H -0.15598 0.69598 -1.46864 -0.005
H -0.20418 2.99836 -0.77965 -0.135
H -2.58717 4.73358 -1.38443 0.080
H -0.00190 6.12064 0.21315 0.071
H 1.07739 1.71893 4.36554 0.058
H -0.28575 2.48635 4.79777 0.071
H -0.00100 -0.54310 4.18644 0.081
H -2.67348 -1.33591 -2.35912 0.060
H -2.27628 -3.04552 -2.63167 0.062
H -3.01178 -2.54910 -1.11468 0.075
H -0.40821 -3.90905 -0.95750 0.108
H 3.90786 -3.02947 4.41373 0.102
H 5.54340 -2.65104 4.83741 0.118
H 5.05542 -3.10787 1.90123 0.064
H 5.13572 -4.50747 2.99465 0.079
H 6.48041 -3.38250 2.87602 0.078
C -7.35680 3.95146 4.56530 -0.082
C -8.71802 3.60854 5.16187 -0.433
C -9.18456 4.58565 6.24802 -0.214
O -8.53853 4.44701 7.49759 -0.189
C -7.25858 5.04100 7.59050 -0.106
N -8.69263 2.22181 5.63612 0.039
H -6.53739 3.64885 5.21538 0.029
H -7.21940 3.42682 3.62030 0.076
H -7.26545 5.02173 4.36990 0.082
H -9.45564 3.66807 4.35543 0.134
H -10.24067 4.38824 6.44996 0.120
H -9.11145 5.62450 5.89706 0.120
H -7.20634 5.96849 7.01200 0.091
H -6.47030 4.36240 7.25575 0.075
H -7.08310 5.27144 8.64089 0.087
H -9.62771 1.94418 5.91925 0.069
H -8.15032 2.19646 6.49545 0.069
C 5.01871 -5.18125 -3.02882 -0.071
C 3.62366 -4.86926 -2.49459 -0.433
C 2.64694 -6.04946 -2.57172 -0.211
O 2.14447 -6.33180 -3.86039 -0.184
C 3.00874 -7.06976 -4.70406 -0.101
N 3.11073 -3.67786 -3.17375 0.047
H 5.04888 -5.15992 -4.11786 0.064
H 5.72740 -4.43299 -2.67470 0.074
H 5.36591 -6.16010 -2.69194 0.077
H 3.72740 -4.62423 -1.43222 0.131
H 1.76833 -5.79523 -1.97242 0.114
H 3.08957 -6.95412 -2.13081 0.121
H 3.59083 -7.80443 -4.13933 0.094
H 3.68254 -6.40606 -5.25272 0.076
H 2.39115 -7.59577 -5.43209 0.079
H 2.23890 -3.39268 -2.73395 0.052
H 2.83974 -3.94908 -4.11531 0.071
C -2.56875 11.42507 1.79267 -0.073
C -1.06060 11.58717 1.62803 -0.436
C -0.33622 10.30385 1.20184 -0.219
O -0.17306 9.34030 2.21950 -0.191
C -1.31475 8.53945 2.48703 -0.103
N -0.50863 12.15354 2.86194 0.036
H -2.82346 10.94369 2.73620 0.064
H -3.04918 12.40328 1.79167 0.074
H -2.99723 10.83764 0.97856 0.078
H -0.89508 12.31498 0.82722 0.133
H 0.67910 10.57718 0.90029 0.120
H -0.82398 9.85271 0.32586 0.120
H -1.87350 8.32621 1.57242 0.083
H -1.97127 9.01021 3.22255 0.077
H -0.96765 7.59664 2.90543 0.082
H 0.47011 12.38410 2.71922 0.069
H -0.49456 11.41590 3.56142 0.069
C 1.50240 -8.92217 -10.91741 -0.072
C 0.74700 -9.53707 -9.74285 -0.435
C 1.01316 -8.84797 -8.39916 -0.212
O 2.26736 -9.13835 -7.81356 -0.200
C 3.36614 -8.41682 -8.33574 -0.110
N 1.03095 -10.97379 -9.69961 0.038
H 2.54459 -9.23997 -10.93997 0.064
H 1.05106 -9.24075 -11.85633 0.076
H 1.47334 -7.83139 -10.88294 0.077
H -0.32231 -9.41778 -9.94247 0.135
H 0.27299 -9.21054 -7.68139 0.122
H 0.87681 -7.76065 -8.48198 0.121
H 3.08131 -7.39660 -8.61091 0.093
H 3.80467 -8.92235 -9.19905 0.076
H 4.12287 -8.37253 -7.55226 0.083
H 0.43580 -11.41659 -9.00596 0.071
H 1.97331 -11.09587 -9.33869 0.069
```

Properties
HOMO = -8.9 eV
orbital gap = 0.329 Eh
2S+1 = 1
total charge = 0
electronic energy = -118452.6177 eV
LUMO = 0.1 eV

---

no.,largest force on an atom (eV/Å)
1,6.07
2,1.11